{"formula": "C38H70BrN2O12P4S", "method": "ωB97M-V/def2-TZVPD", "symbols": ["C", "C", "N", "C", "C", "C", "C", "C", "C", "C", "C", "C", "C", "O", "P", "C", "S", "C", "C", "O", "C", "O", "C", "C", "C", "C", "C", "C", "P", "N", "O", "C", "C", "C", "C", "Br", "H", "H", "H", "H", "H", "H", "H", "H", "H", "H", "H", "H", "H", "H", "H", "H", "H", "H", "H", "H", "H", "H", "H", "H", "H", "H", "H", "H", "H", "H", "H", "H", "H", "H", "H", "H", "H", "H", "H", "H", "O", "P", "O", "C", "C", "O", "C", "C", "O", "C", "C", "H", "H", "H", "H", "H", "H", "H", "H", "H", "H", "H", "H", "H", "H", "H", "O", "P", "O", "C", "C", "O", "C", "C", "O", "C", "C", "H", "H", "H", "H", "H", "H", "H", "H", "H", "H", "H", "H", "H", "H", "H"], "xyz": [[2.190516, -4.015484, 3.778487], [3.483026, -3.229261, 3.531068], [4.125488, -3.592888, 2.276828], [3.841867, -2.732004, 1.110327], [3.935564, -3.655458, -0.149009], [3.837948, -5.165160, 0.067546], [2.487990, -5.685689, 0.593410], [1.609176, -6.320029, -0.456408], [1.358914, -5.748260, -1.700619], [0.511794, -6.328649, -2.630418], [-0.122167, -7.522711, -2.318782], [0.134076, -8.126766, -1.098757], [0.983338, -7.535722, -0.176560], [2.680119, -1.982723, 1.246141], [2.761255, -0.337396, 0.628091], [2.633094, -0.887635, -1.183617], [1.109514, -1.650506, -1.815008], [0.366928, -2.738031, -0.588512], [-0.896234, -3.343973, -1.244459], [1.025283, -0.165557, 0.901986], [0.311663, 0.833902, 0.370035], [0.581148, 2.007355, 0.332414], [-1.047015, 0.393337, -0.138250], [-1.953020, -0.138809, 0.769167], [-3.231103, -0.510132, 0.371076], [-3.621860, -0.338394, -0.948428], [-2.699396, 0.171812, -1.852846], [-1.425746, 0.543612, -1.463272], [2.973856, 0.485195, 2.732998], [2.490927, 1.991181, 2.902830], [4.521112, -0.435091, 0.619333], [4.991196, -1.650771, 1.122536], [6.428066, -2.060120, 0.712240], [7.037546, -1.274812, -0.441891], [6.214590, -1.170405, -1.718169], [8.712191, -2.264667, -0.927116], [1.409716, -3.663215, 3.104728], [2.426157, -5.057049, 3.549664], [1.901862, -3.982551, 4.829860], [4.167838, -3.548042, 4.327435], [3.341872, -2.157623, 3.677952], [5.108454, -3.782661, 2.385090], [3.143232, -3.371506, -0.845377], [4.856885, -3.486496, -0.706396], [4.007839, -5.631897, -0.910966], [4.638625, -5.555944, 0.696691], [2.616823, -6.380663, 1.422808], [1.946994, -4.828020, 1.004704], [1.841369, -4.801100, -1.921463], [0.345985, -5.804268, -3.562626], [-0.807648, -7.965390, -3.030760], [-0.347134, -9.068599, -0.861646], [1.165180, -8.020146, 0.776308], [3.004617, 0.991358, 0.177380], [3.486006, -1.508872, -1.438806], [2.761534, 0.020338, -1.776997], [0.023029, -2.211943, 0.300422], [1.038208, -3.505695, -0.217800], [-1.032951, -4.381685, -0.949988], [-0.848815, -3.243772, -2.332470], [-1.748859, -2.728536, -0.949931], [-1.677069, -0.266313, 1.809441], [-3.917685, -0.896773, 1.114503], [-4.628942, -0.599153, -1.250151], [-3.034305, 0.301680, -2.876132], [-0.745508, 0.954364, -2.196270], [2.185794, -0.351426, 3.579485], [4.322071, 0.407498, 3.173206], [3.240472, 2.577378, 3.246753], [5.094636, -1.452988, 2.205178], [6.452489, -3.139141, 0.546705], [7.070278, -1.889690, 1.578584], [7.392953, -0.296606, -0.137422], [5.548496, -2.014556, -1.876623], [5.613308, -0.263330, -1.666287], [6.865990, -1.107180, -2.588875], [3.630241, 8.213876, 3.850737], [2.344886, 8.221382, 4.576907], [2.563008, 7.411177, 5.966130], [3.459413, 7.936488, 6.943711], [2.918863, 9.187297, 7.613488], [1.447991, 7.159529, 3.755576], [1.850263, 6.588845, 2.501174], [2.481386, 5.229966, 2.698654], [1.095360, 9.113128, 5.034048], [-0.252857, 8.984754, 4.555135], [-1.005086, 7.926935, 5.327848], [4.431097, 8.134648, 6.481962], [3.599874, 7.150500, 7.685258], [2.850595, 10.015780, 6.904586], [3.571281, 9.495114, 8.432079], [1.916411, 9.011752, 8.003948], [2.507604, 7.267314, 1.958469], [0.940709, 6.482983, 1.905510], [3.320366, 5.280952, 3.395661], [2.834804, 4.823149, 1.751824], [1.761253, 4.529978, 3.119720], [-0.278016, 8.809718, 3.482369], [-0.723992, 9.955827, 4.721196], [-0.499809, 6.964337, 5.291237], [-2.010210, 7.810424, 4.920468], [-1.082499, 8.209282, 6.379427], [-7.323713, -0.128372, -3.230057], [-7.586118, -0.493207, -4.634873], [-6.298458, -0.068120, -5.512958], [-5.049013, -0.730475, -5.275120], [-5.064198, -2.170698, -5.750502], [-8.643524, 0.653310, -5.105260], [-9.235039, 1.570728, -4.188633], [-8.472503, 2.878163, -4.172385], [-8.175717, -1.613775, -5.607822], [-9.388455, -1.530676, -6.371289], [-9.152405, -0.831446, -7.689619], [-4.802259, -0.678375, -4.211610], [-4.289035, -0.171769, -5.819385], [-5.758001, -2.773793, -5.159693], [-4.071427, -2.611994, -5.660243], [-5.387900, -2.229748, -6.789981], [-9.309065, 1.139774, -3.191518], [-10.256432, 1.744143, -4.538190], [-7.418139, 2.714676, -3.950103], [-8.887767, 3.559898, -3.428825], [-8.523855, 3.357308, -5.151595], [-10.189431, -1.072539, -5.795784], [-9.695100, -2.560806, -6.560921], [-8.726465, 0.159877, -7.550525], [-10.092113, -0.736395, -8.235577], [-8.448243, -1.399902, -8.298962]], "atomic_forces_ev_per_a": [[0.6, 0.0, -0.4], [0.5, -0.6, 0.8], [-1.5, 0.0, 0.1], [2.3, 0.0, -0.5], [-0.7, 0.0, -0.2], [0.0, -0.5, -0.3], [-0.1, 0.6, -0.2], [-0.2, -0.6, 0.2], [0.5, 0.4, 0.2], [0.1, 0.1, 0.3], [0.0, 0.1, -0.3], [-0.2, -0.2, 0.0], [0.0, 0.1, -0.1], [-0.3, -0.5, -0.1], [1.6, 0.8, 0.3], [-0.4, -0.3, 0.3], [0.2, 0.0, -0.4], [-0.7, -0.4, 0.5], [0.3, 0.8, -0.1], [0.1, 0.1, -0.5], [-0.8, 0.4, -0.2], [0.5, -0.4, -0.2], [0.2, -0.3, 0.5], [-0.1, -0.2, 0.1], [0.0, 0.2, 0.1], [0.2, -0.1, 0.3], [-0.6, 0.0, -0.3], [-0.1, 0.2, -0.1], [-0.7, 1.0, 0.1], [0.1, -0.1, 0.0], [0.0, -0.8, -1.2], [-0.2, 0.8, 1.5], [-0.4, 0.4, 0.2], [-0.1, -0.8, -0.6], [0.1, 0.3, -0.1], [0.1, 0.2, 0.2], [-0.2, -0.1, 0.2], [-0.2, 0.0, -0.1], [-0.2, 0.3, -0.1], [0.1, 0.1, 0.0], [-0.1, 0.0, -0.2], [0.1, 0.2, -0.1], [0.0, 0.0, 0.1], [0.1, 0.1, 0.2], [0.0, 0.1, 0.0], [0.0, 0.3, 0.1], [0.1, 0.0, 0.0], [0.0, -0.1, 0.2], [-0.1, 0.0, -0.2], [-0.1, -0.1, -0.1], [0.0, -0.1, 0.0], [0.0, 0.0, 0.0], [0.0, 0.0, 0.0], [-0.6, 0.2, 0.4], [0.0, -0.1, 0.2], [-0.2, 0.0, 0.0], [0.3, 0.3, -0.1], [0.2, 0.0, -0.3], [-0.1, 0.0, -0.1], [0.1, -0.4, 0.0], [-0.1, -0.2, 0.1], [0.2, 0.0, 0.0], [-0.1, 0.0, -0.1], [0.0, 0.0, -0.1], [0.2, 0.1, -0.1], [0.1, 0.0, 0.1], [0.4, -0.2, 0.1], [-0.1, -0.7, 0.1], [0.0, 0.1, 0.0], [-0.1, -0.3, 0.0], [0.1, 0.1, -0.4], [0.0, 0.0, 0.0], [0.0, 0.0, 0.1], [0.1, -0.1, 0.1], [-0.1, -0.1, 0.0], [0.0, 0.1, 0.0], [0.0, 2.9, 0.5], [-1.7, -5.4, -0.4], [0.0, 0.8, -0.1], [0.2, 0.1, 0.2], [-0.1, 0.1, -0.1], [-0.1, 0.5, 0.2], [0.2, -0.4, -0.3], [-0.1, 0.0, 0.3], [1.5, 1.4, -0.2], [-0.5, 0.3, -0.2], [0.1, -0.2, 0.3], [0.0, 0.0, 0.0], [-0.1, -0.1, -0.1], [0.0, 0.0, 0.0], [0.0, 0.0, 0.0], [0.0, 0.0, 0.0], [0.1, 0.1, 0.2], [-0.1, 0.1, 0.1], [0.1, 0.2, -0.1], [-0.1, -0.1, 0.0], [0.0, -0.1, -0.1], [0.2, -0.2, 0.0], [0.2, 0.1, 0.1], [0.0, 0.0, -0.2], [0.0, 0.0, 0.0], [-0.1, 0.1, 0.0], [0.0, -2.8, 0.5], [-0.5, 4.9, -2.4], [-0.2, -0.7, 0.3], [0.3, -0.2, 0.1], [-0.2, 0.0, 0.0], [-0.1, -0.5, -0.1], [-0.1, 0.4, 0.1], [0.1, 0.1, -0.1], [0.6, -1.0, 1.6], [-0.5, -0.3, -0.2], [0.3, 0.1, -0.1], [-0.1, 0.0, 0.0], [-0.1, 0.1, 0.0], [0.1, 0.0, 0.0], [0.0, 0.0, 0.0], [0.1, 0.0, 0.0], [0.2, -0.1, 0.0], [0.0, -0.1, -0.1], [0.0, -0.1, 0.1], [0.0, 0.0, 0.0], [0.0, 0.0, 0.0], [0.2, 0.2, 0.1], [0.2, -0.1, 0.1], [-0.1, 0.0, 0.1], [0.0, -0.1, 0.0], [-0.1, -0.1, 0.0]], "gap_ev": 6.2342, "homo_ha": -0.159, "max_force_ha_per_bohr": 0.1099, "total_charge": -1}